Here is a 8-piece molecular cluster, C22H31ClF2NO9 overall from OMol25. Energies are from ωB97M-V/def2-TZVPD.

Each line ends with the natural charge from an NBO analysis.
CARTESIAN COORDINATES (ANGSTROEM)
1 Cl -0.75079 -0.36624 -1.33231  2.560
2 F 1.38231 3.28919 0.04434  -0.307
3 F 2.13484 0.52474 6.15501  -0.359
4 O -0.99280 -0.78376 -2.69574  -0.869
5 O -1.83221 0.49327 -0.89528  -0.909
6 O 1.56003 -5.18498 -2.48466  -0.932
7 O 3.57538 -2.67567 -2.37453  -0.887
8 O -0.72849 -1.49159 -0.45329  -0.866
9 O 3.39837 0.65377 -2.23719  -0.706
10 O -2.15535 -3.93148 0.19634  -0.744
11 O 0.95294 -1.07209 -5.11285  -0.704
12 O 0.48496 0.39569 -1.30480  -0.891
13 N -2.70534 -3.29689 3.12759  -0.383
14 C 1.74575 0.42850 4.85211  0.369
15 C -4.16684 -2.01405 4.55299  -0.305
16 C -1.06384 6.22328 -1.53517  -0.293
17 C 3.06758 1.98610 -2.60305  -0.249
18 C 0.60689 4.19793 -0.55647  0.410
19 C 1.33339 1.53372 4.15776  -0.340
20 C 1.67517 -0.85342 4.28785  -0.311
21 C -2.73395 -4.14054 -1.06602  -0.237
22 C 1.51735 -4.10533 -1.64176  -0.048
23 C 1.21318 0.14204 -5.81763  -0.252
24 C -2.68855 -0.87388 3.07033  -0.251
25 C -0.43360 3.88187 -1.39572  -0.284
26 C 2.83293 -3.25784 -1.36796  -0.061
27 C -1.28940 4.90594 -1.81525  -0.204
28 C -0.02296 6.52940 -0.64306  -0.263
29 C 0.79608 5.53455 -0.13385  -0.318
30 C 0.85830 0.12422 2.25065  -0.229
31 C 0.95803 1.38028 2.82252  -0.191
32 C -2.18983 -2.12333 2.70625  0.055
33 C 1.26071 -0.99980 2.97517  -0.180
34 C -3.66850 -3.20293 4.04625  0.016
35 C -3.70837 -0.82912 4.00494  -0.205
36 H 3.16693 2.18365 -3.67646  0.139
37 H -4.23165 0.09797 4.21519  0.195
38 H 1.28841 2.49628 4.65453  0.204
39 H -4.98619 -1.98481 5.26118  0.192
40 H 1.85422 -0.11829 -6.65962  0.159
41 H 1.76410 0.82180 -5.15655  0.164
42 H -3.60396 -4.80278 -0.95970  0.128
43 H 2.57456 0.32403 -1.85015  0.505
44 H -1.32970 -2.14334 2.04971  0.223
45 H 0.61029 0.03668 1.20161  0.269
46 H 3.53783 -3.95917 -0.85712  0.055
47 H -3.16510 -3.20607 -1.44369  0.156
48 H 1.20987 -4.42699 -0.61772  0.051
49 H -2.09720 4.63761 -2.48814  0.208
50 H -1.76963 -3.04764 0.21790  0.494
51 H -2.19450 0.02011 2.71579  0.236
52 H 0.71564 2.24483 2.21903  0.220
53 H 0.70595 -3.40815 -1.92946  0.084
54 H 0.15341 7.56500 -0.37445  0.191
55 H 2.05073 2.25546 -2.29444  0.169
56 H 3.71671 2.66335 -2.02056  0.135
57 H -1.73192 6.97627 -1.93203  0.196
58 H 0.27989 0.64608 -6.10152  0.133
59 H 2.62605 -2.50462 -0.56727  0.055
60 H 0.42020 -0.78126 -4.35571  0.490
61 H 1.32071 -1.95537 2.46879  0.244
62 H 2.12912 -1.64209 4.87655  0.213
63 H -0.65403 2.84322 -1.61352  0.281
64 H 1.56251 5.84698 0.56101  0.214
65 H -2.06151 -4.58959 -1.79899  0.195
66 H -4.08517 -4.11071 4.47232  0.166

## Properties
- DFT total energy (eV) = -61175.0621
- net charge = -3
- spin multiplicity = 1
- HOMO level (eV) = 4.273
- Kohn-Sham gap (eV) = 1.28

---

Here is C22H31ClMgNO5P as an isolated structure from OMol25. Energies are from ωB97M-V/def2-TZVPD.

Each line ends with the natural charge from an NBO analysis.
CARTESIAN COORDINATES (ANGSTROEM)
1 Cl 2.65671 3.38435 0.95384  -0.287
2 P 1.87083 2.14288 2.38048  1.190
3 Mg -3.29593 -0.95774 -2.98524  1.792
4 O 1.58617 -3.16991 -0.68117  -0.342
5 O 1.29306 -1.04913 -0.80117  -0.453
6 O 2.49454 0.71469 1.93606  -0.963
7 O -2.90950 0.36067 2.23131  -0.476
8 O -0.24211 3.82719 0.33384  -0.409
9 N 1.86629 -2.08382 -1.12045  0.544
10 C 4.44376 6.54453 1.99139  -0.220
11 C -1.11584 -3.87849 -1.90657  -0.427
12 C -0.38261 2.64451 0.50133  0.479
13 C 5.58024 7.12944 1.44835  -0.214
14 C -1.91288 -6.26459 -1.31428  -0.408
15 C 3.71473 7.21326 2.96638  -0.221
16 C -4.44486 -2.05963 -0.91451  -0.339
17 C -2.81801 -0.08513 -0.72365  -0.455
18 C 5.25433 9.05338 2.85075  -0.208
19 C 4.11923 8.46807 3.39535  -0.198
20 C -0.90997 -5.39281 -2.04829  -0.391
21 C -4.03890 -0.79426 -0.11012  -0.433
22 C 0.17987 1.87577 1.64444  -0.377
23 C -2.53915 -3.40757 -2.18379  -0.293
24 C 5.98634 8.38302 1.87919  -0.207
25 C -1.97687 0.85053 0.10148  -0.111
26 C -1.23693 1.83207 -0.41547  -0.164
27 C -3.36309 -3.15948 -0.90163  -0.465
28 C 2.96400 -1.97857 -2.12234  -0.484
29 C -1.77005 -6.18984 0.20011  -0.615
30 C -0.59461 0.91900 2.18207  -0.244
31 C -1.92270 0.65758 1.59806  0.515
32 H -0.82562 -3.53471 -0.91612  0.234
33 H -3.20607 0.57456 -1.57568  0.143
34 H -2.10757 -0.82988 -1.12056  0.191
35 H -2.40780 -2.45443 -2.79685  -0.053
36 H -1.74756 -7.29274 -1.62880  0.242
37 H 3.36022 -2.97128 -2.29447  0.250
38 H 6.14833 6.60575 0.69041  0.210
39 H 3.55366 8.99265 4.15389  0.215
40 H 4.12352 5.56645 1.65729  0.199
41 H -0.42021 -3.40262 -2.59716  0.219
42 H -2.94118 -6.04471 -1.61413  0.174
43 H 6.87299 8.84088 1.46150  0.218
44 H 0.09097 -5.59296 -1.67200  0.242
45 H -0.27996 0.31274 3.02064  0.262
46 H -0.92914 -5.61728 -3.11422  0.214
47 H -2.57430 -6.71393 0.70601  0.233
48 H 2.14791 0.39081 1.09313  0.496
49 H 5.56967 10.03283 3.18404  0.219
50 H -5.38608 -2.44051 -0.53398  0.303
51 H -2.66056 -2.88139 -0.11743  0.234
52 H 3.71710 -1.31509 -1.70650  0.260
53 H -3.82521 -1.11650 0.90144  0.298
54 H -3.79387 -4.11268 -0.61231  0.284
55 H 2.54074 -1.54844 -3.02490  0.233
56 H -4.86944 -0.09485 -0.11489  0.251
57 H 2.83141 6.75285 3.39098  0.206
58 H -3.07052 -4.12802 -2.80473  0.264
59 H -4.63427 -1.77377 -1.97746  0.014
60 H -0.83723 -6.65047 0.51610  0.232
61 H -1.24230 2.07575 -1.47200  0.222
62 H -1.73373 -5.15896 0.55304  0.178

## Properties
- DFT total energy (eV) = -62278.6767
- net charge = +2
- spin multiplicity = 1
- HOMO level (eV) = -11.637
- Kohn-Sham gap (eV) = 1.02

---

Here is C22H31CoN2O3P2 as an isolated structure from OMol25. Energies are from ωB97M-V/def2-TZVPD.

Each line ends with the Löwdin spin population.
CARTESIAN COORDINATES (ANGSTROEM)
1 Co 0.42072 -0.09320 0.12681  0.996
2 P 2.28289 -1.10688 0.67735  -0.030
3 P -0.60933 -1.62166 1.46545  -0.005
4 O 2.38240 3.39038 0.33352  0.001
5 O 1.10241 1.62383 0.87527  0.029
6 O -1.42029 0.58418 -0.28122  0.005
7 N -3.30012 1.60634 0.39138  0.000
8 N 1.23609 0.66317 -1.58613  0.010
9 C 0.62039 -2.80002 2.07737  0.000
10 C 1.94543 -2.55087 1.72897  -0.002
11 C 1.30781 -4.72938 3.34024  0.000
12 C -2.50813 3.56470 -1.45898  0.000
13 C 1.77959 2.36453 0.07728  0.003
14 C -1.49902 3.00956 -0.41770  0.000
15 C -1.98052 -2.59122 0.79283  0.004
16 C 2.55664 1.97212 -3.62404  -0.001
17 C 3.42576 -0.07446 1.61943  -0.005
18 C 3.25953 -1.74502 -0.70713  -0.004
19 C 1.86627 1.81968 -1.35022  0.000
20 C 2.63434 -4.47483 3.00279  0.000
21 C 2.95303 -3.39146 2.20238  -0.001
22 C -1.31248 -0.82021 2.93410  -0.005
23 C -2.00170 1.65092 -0.03682  0.000
24 C 1.89405 0.77633 -3.86846  0.001
25 C 2.53968 2.50528 -2.34663  0.000
26 C 0.30410 -3.89393 2.88217  0.000
27 C -3.21133 2.50740 -2.34161  0.000
28 C 1.24385 0.15319 -2.81974  0.005
29 C -4.21534 0.92592 -0.55867  0.000
30 C -4.47270 1.86384 -1.73541  0.000
31 H 2.94923 0.23986 2.54675  0.000
32 H -2.49858 -3.12176 1.59258  0.000
33 H 4.33999 -0.62683 1.84272  -0.001
34 H -3.27007 4.16523 -0.95512  0.000
35 H 3.99025 -3.20533 1.94877  0.000
36 H 1.06067 -5.57937 3.96235  0.000
37 H -3.64089 2.54022 0.58670  0.000
38 H -1.65968 -1.56417 3.65293  -0.001
39 H -5.13546 0.66004 -0.04225  0.000
40 H 3.41815 -5.12601 3.36618  0.000
41 H -2.49665 1.72916 -2.63495  0.000
42 H 2.64663 -2.38631 -1.33954  0.000
43 H -0.50963 2.91186 -0.84131  0.000
44 H -3.50653 2.99352 -3.27148  0.000
45 H 3.66745 0.82245 1.05210  0.000
46 H -2.68121 -1.91394 0.30596  0.000
47 H 3.02422 3.43592 -2.08724  0.000
48 H -5.14018 2.66715 -1.40489  0.000
49 H -2.15440 -0.19814 2.62488  0.000
50 H -3.72713 0.00599 -0.87330  0.000
51 H -5.01813 1.31842 -2.50865  0.000
52 H -0.56204 -0.18227 3.39856  0.000
53 H -0.72537 -4.09663 3.15416  0.000
54 H -1.96146 4.25770 -2.09799  0.000
55 H -1.41823 3.66052 0.45487  0.000
56 H -1.61470 -3.30947 0.06031  0.000
57 H 0.70881 -0.77840 -2.96167  0.002
58 H 3.62025 -0.90680 -1.30477  0.000
59 H 1.87855 0.33089 -4.85303  0.000
60 H 3.07652 2.48288 -4.42424  0.000
61 H 4.11564 -2.31460 -0.34400  -0.001

## Properties
- DFT total energy (eV) = -88641.9208
- net charge = +1
- <S²> = 0.779
- spin multiplicity = 2
- HOMO level (alpha / beta) (eV) = -11.485 / -11.694
- relative energy (zero: lowest compared OMol25 entry of this formula, charge and spin) (kcal per mole) = 0.0
- Kohn-Sham gap (alpha / beta) (eV) = 8.98 / 9.10

---

Here is C22H31F2N4O3PS2V as an isolated structure from OMol25. Energies are from ωB97M-V/def2-TZVPD.

Each line ends with the natural charge from an NBO analysis.
CARTESIAN COORDINATES (ANGSTROEM)
1 V -3.61801 1.03483 4.85548  0.991
2 S 0.28969 0.05353 2.08737  0.694
3 S 1.97681 2.79313 3.31717  2.074
4 P -3.44208 -2.07313 -2.91293  1.203
5 F 5.12867 -0.17970 -2.25484  -0.352
6 F -0.71000 -1.71160 4.92578  -0.328
7 O -2.71854 -3.49099 -3.49383  -0.907
8 O 3.18524 3.30128 3.97948  -0.863
9 O 1.24166 1.95349 4.27920  -0.914
10 N 1.38092 -1.02956 -0.72276  -0.428
11 N 5.15593 2.35232 -0.92625  -0.688
12 N -5.28296 0.18877 0.37372  -0.849
13 N 1.82581 -3.23111 -1.59180  -0.848
14 C -3.11255 -1.08424 -0.11992  0.022
15 C 2.00814 -2.36980 -0.39286  -0.068
16 C 3.57226 2.47061 1.02187  -0.122
17 C 3.25977 0.63091 -0.81773  -0.067
18 C -2.77248 -0.14653 2.38075  -0.528
19 C -1.94201 -1.02491 4.76663  0.011
20 C -4.67041 -1.14009 0.09206  -0.275
21 C -0.03902 -1.01581 -0.50181  0.140
22 C -0.93004 -1.48758 -1.60574  -0.137
23 C -2.22943 -0.61524 0.96061  -0.005
24 C -3.23239 -0.68298 -4.15675  -0.980
25 C 3.18206 0.92117 -3.34787  -0.422
26 C -2.56825 -1.42070 3.36208  -0.479
27 C 4.02955 1.81446 -0.28368  0.303
28 C -2.42785 -1.49898 -1.41862  -0.238
29 C 2.06368 0.07666 -0.11252  0.179
30 C 1.69444 0.74751 1.19141  -0.031
31 C 2.42696 1.93366 1.76652  -0.351
32 C -0.74046 -0.56795 0.75794  -0.116
33 C 0.96743 4.26528 2.82122  -0.842
34 C 3.72264 -0.04059 -2.17730  0.185
35 C 1.60397 0.70314 -3.39270  -0.620
36 H -3.82191 -0.91290 -5.09895  0.294
37 H 4.14106 3.37192 1.38590  0.291
38 H 0.95047 5.05500 3.61805  0.309
39 H -3.88640 0.01577 2.29851  0.274
40 H -3.60722 0.31327 -3.78742  0.276
41 H 3.69779 0.68863 -4.31557  0.266
42 H 1.10956 1.18716 -4.27571  0.253
43 H -1.69868 0.10009 4.82563  0.116
44 H -2.61515 -1.39183 5.59432  0.217
45 H 3.36480 1.98219 -2.98917  0.219
46 H -1.96261 -3.25026 -4.06913  0.494
47 H 1.40220 -2.84662 0.44028  0.210
48 H -4.56601 0.89862 0.21181  0.359
49 H 1.48293 4.67407 1.89465  0.254
50 H -0.06574 3.95907 2.46699  0.238
51 H 1.39122 -0.40962 -3.40791  0.201
52 H 1.11267 1.11210 -2.46414  0.186
53 H -0.47684 -1.80403 -2.57736  0.259
54 H -5.19424 -1.68460 -0.74598  0.255
55 H -2.23931 0.76987 2.77401  0.209
56 H 5.87658 1.63256 -1.08297  0.449
57 H 2.72563 -3.49858 -1.99268  0.401
58 H -4.83166 -1.77116 1.02662  0.206
59 H -2.16107 -0.52724 -4.49009  0.245
60 H -3.57825 -1.92341 3.44425  0.255
61 H 5.55592 3.08539 -0.31985  0.411
62 H -6.11339 0.33945 -0.20085  0.406
63 H -1.88012 -2.17206 2.88475  0.262
64 H 3.28477 -1.07107 -2.30128  0.199
65 H 1.24003 -4.03814 -1.37504  0.396
66 H 3.08384 -2.31291 -0.08108  0.245

## Properties
- DFT total energy (eV) = -97461.6643
- net charge = +3
- spin multiplicity = 1
- HOMO level (eV) = -16.023
- Kohn-Sham gap (eV) = 3.21

---

Q: The highest DFT total energy belongs to which entry?
A: C22H31ClF2NO9

---

Q: Which of these has the highest spin multiplicity?
A: C22H31CoN2O3P2

---

Q: What is the spin multiplicity in the fourth record?
A: 1